Entry 1:
A cluster of 3 separate species, CH6OS2 in total in a non-equilibrium geometry, computed with ωB97M-V with the def2-TZVPD basis set.

Element x y z (Å)
C  0.759983  0.723701  1.424530
S  0.391764  -0.963897  1.420688
S  -1.558022  -1.463662  -1.501164
H  -0.273264  -0.928896  0.168671
H  1.777938  1.014810  1.168836
H  0.083472  1.183671  2.070791
H  -1.705061  -2.672054  -0.917449
H  -0.109547  0.642989  -1.930983
H  0.374669  1.105587  -0.496486
O  0.258067  1.357750  -1.407434

Forces on the atoms, in the same order (eV/Å):
C 0.74 -3.90 0.55
S 0.93 1.75 0.52
S 0.98 0.26 1.57
H -1.58 -0.75 -2.46
H -0.49 0.49 -0.25
H -0.63 1.79 0.56
H 0.05 0.18 -0.17
H 0.00 -0.33 0.34
H -0.16 -0.53 0.27
O 0.17 1.03 -0.95

Computed properties:
HOMO energy	-9.06	eV
E	-24847.6171	eV
maximum force	4.0	eV/A
LUMO	-3.610	eV
Kohn-Sham gap	5.45	eV
energy above the lowest of the compared OMol25 structures with the same formula, charge and spin	4.609	eV

These are the natural (NBO) partial charges, in e, on atoms 1 to 2:
1 C -0.3951
2 S 0.0726

Entry 2:
A cluster of 2 separate species, CH6OS2 in total in a non-equilibrium geometry, computed with ωB97M-V with the def2-TZVPD basis set.

Element x y z (Å)
C  -2.284732  2.218560  -1.686372
O  -2.041650  3.059856  -0.570796
H  -2.026065  2.700614  -2.634692
H  -1.755324  1.259394  -1.689643
H  -3.325386  1.902580  -1.777339
H  -1.357947  2.590560  -0.078443
S  1.923863  -2.092568  0.569080
S  0.261283  -0.797749  0.693974
H  2.525210  -1.173591  -0.192277
H  1.089715  0.226120  0.849541

Forces on the atoms, in the same order (eV/Å):
C -0.34 -0.56 -1.05
O 0.35 -0.78 -0.08
H 0.05 0.22 0.20
H 0.36 0.23 0.40
H -0.24 0.41 0.32
H -0.16 0.46 0.20
S -0.32 0.34 -0.02
S 0.10 -0.44 -0.04
H 0.38 -0.41 -0.24
H -0.17 0.51 0.30

Computed properties:
HOMO energy	-9.08	eV
E	-24851.2031	eV
maximum force	1.2	eV/A
LUMO	-0.048	eV
Kohn-Sham gap	9.04	eV
energy above the lowest of the compared OMol25 structures with the same formula, charge and spin	1.023	eV

These are the natural (NBO) partial charges, in e, on atoms 1 to 2:
1 C -0.2598
2 O -0.7105

Entry 3:
A cluster of 2 separate species, CH6OS2 in total in a non-equilibrium geometry, computed with ωB97M-V with the def2-TZVPD basis set.

Element x y z (Å)
C  0.166104  1.789387  1.150452
O  -0.308133  0.530156  0.695380
H  0.687727  1.613668  2.101719
H  -0.596887  2.566928  1.260221
H  0.995918  2.169646  0.539413
H  -0.678782  0.680055  -0.170832
S  -0.903869  -2.259787  -2.148810
S  1.001024  -2.129588  -1.305713
H  -1.030557  -3.571232  -1.880379
H  0.667454  -1.389234  -0.241451

Forces on the atoms, in the same order (eV/Å):
C 1.30 -0.04 0.50
O 0.01 0.36 0.25
H -0.64 0.02 0.03
H -0.05 -0.29 0.00
H -0.37 0.04 -0.39
H -0.26 -0.12 -0.42
S 0.51 -0.26 0.17
S -0.16 0.14 -0.32
H -0.26 0.15 0.00
H -0.08 0.00 0.18

Computed properties:
HOMO energy	-9.20	eV
E	-24851.6183	eV
maximum force	1.4	eV/A
LUMO	0.398	eV
Kohn-Sham gap	9.60	eV
energy above the lowest of the compared OMol25 structures with the same formula, charge and spin	0.608	eV

These are the natural (NBO) partial charges, in e, on atoms 1 to 2:
1 C -0.2570
2 O -0.7227

Entry 4:
A cluster of 2 separate species, CH6OS2 in total in a non-equilibrium geometry, computed with ωB97M-V with the def2-TZVPD basis set.

Element x y z (Å)
C  1.088111  -1.806515  -0.639791
S  0.036682  -2.618813  0.558325
S  -1.574853  -1.526470  0.655555
H  1.613693  -2.534951  -1.250657
H  1.750801  -1.100891  -0.140686
H  0.525458  -1.200791  -1.353118
H  -1.160553  -0.629112  1.520057
O  -0.675664  3.424806  0.248873
H  -1.070761  3.969358  0.894549
H  -0.532914  4.023381  -0.493109

Forces on the atoms, in the same order (eV/Å):
C 0.04 0.90 -0.61
S 1.42 -1.59 -0.01
S -1.80 0.62 -0.45
H 0.27 -0.18 0.31
H 0.29 -0.27 -0.02
H -0.36 -0.17 0.17
H 0.14 0.69 0.61
O 0.70 -0.72 -1.27
H -0.74 0.88 1.30
H 0.05 -0.18 -0.02

Computed properties:
HOMO energy	-8.90	eV
E	-24852.0001	eV
maximum force	2.1	eV/A
LUMO	0.703	eV
Kohn-Sham gap	9.60	eV
energy above the lowest of the compared OMol25 structures with the same formula, charge and spin	0.226	eV

These are the natural (NBO) partial charges, in e, on atoms 1 to 2:
1 C -0.7740
2 S 0.0915

Entry 5:
A cluster of 2 separate species, CH6OS2 in total in a non-equilibrium geometry, computed with ωB97M-V with the def2-TZVPD basis set.

Element x y z (Å)
S  -0.709516  -0.345117  -1.054422
S  -1.487873  0.686611  0.668058
H  0.120844  0.709805  -1.201173
H  -2.718069  0.159099  0.550984
C  1.906243  -0.237308  0.993637
O  2.164590  -0.355618  -0.396393
H  1.529361  -1.208195  1.323129
H  2.741578  0.090351  1.597662
H  1.108676  0.399201  1.345171
H  2.652625  -1.162179  -0.583349

Forces on the atoms, in the same order (eV/Å):
S -0.93 1.82 2.09
S 0.69 -1.11 -2.19
H 0.33 -0.38 -0.23
H -0.07 -0.30 0.17
C 0.03 -1.70 0.85
O -0.76 1.16 -0.17
H 0.46 -0.17 0.47
H 0.58 -0.18 -0.18
H -0.42 0.90 -1.06
H 0.10 -0.06 0.25

Computed properties:
spin multiplicity	2
total charge	+1
HOMO energy (spin up / spin down)	-14.97 / -14.81	eV
E	-24842.4183	eV
⟨S²⟩	0.75
maximum force	2.9	eV/A
LUMO (spin up / spin down)	-6.073 / -8.809	eV
Kohn-Sham gap (spin up / spin down)	8.90 / 6.00	eV
energy above the lowest of the compared OMol25 structures with the same formula, charge and spin	1.450	eV

These are the natural (NBO) partial charges, in e, on atoms 1 to 2:
1 S 0.3464
2 S 0.2138

Entry 6:
A structure of composition CH6OSi in a non-equilibrium geometry, computed with ωB97M-V with the def2-TZVPD basis set.

Element x y z (Å)
C  -0.592295  0.322412  -0.280537
O  -2.057948  -0.352194  0.687050
Si  1.086123  -0.489420  -0.101480
H  -0.755353  1.356544  0.083364
H  -0.783838  0.165509  -1.355971
H  -1.634445  -0.964060  1.300055
H  2.132322  0.511222  0.338295
H  0.988645  -1.750539  0.732670
H  1.651166  -1.090675  -1.528979

Forces on the atoms, in the same order (eV/Å):
C -2.94 -0.57 1.64
O 3.34 1.24 -2.43
Si 1.36 -1.39 -0.90
H 0.37 -0.75 -0.58
H -0.92 0.31 0.63
H 0.16 -0.06 -0.03
H -0.51 -0.49 0.03
H 0.11 0.73 -0.07
H -0.96 0.98 1.70

Computed properties:
HOMO energy	-10.66	eV
E	-11056.3212	eV
maximum force	4.3	eV/A
LUMO	0.192	eV
Kohn-Sham gap	10.85	eV
energy above the lowest of the compared OMol25 structures with the same formula, charge and spin	3.675	eV

These are the natural (NBO) partial charges, in e, on atoms 1 to 2:
1 C -0.5376
2 O -0.7585

Entry 7:
The molecule CH6P2S in a non-equilibrium geometry, computed with ωB97M-V with the def2-TZVPD basis set.

Element x y z (Å)
C  1.352230  0.911113  -0.302358
P  -0.121475  -0.105058  -0.497019
P  -0.756652  -0.353651  1.547352
S  -2.539021  -1.252391  1.454740
H  2.107233  0.970318  -1.084266
H  1.920609  0.792458  0.506187
H  1.199075  2.081472  -0.296746
H  -0.951781  0.751876  -1.324791
H  0.083580  -1.100617  -1.589416
H  -2.293798  -2.695521  1.586316

Forces on the atoms, in the same order (eV/Å):
C -0.68 4.07 -3.55
P -0.84 0.42 -1.28
P 1.90 0.40 0.05
S -1.50 -2.74 -0.14
H -0.25 -0.99 -0.68
H 1.74 -1.23 3.75
H -0.80 -2.23 0.23
H 0.42 -0.51 0.52
H 0.17 0.68 1.27
H -0.14 2.14 -0.16

Computed properties:
HOMO energy	-7.47	eV
E	-30545.0461	eV
maximum force	5.4	eV/A
LUMO	0.511	eV
Kohn-Sham gap	7.98	eV
energy above the lowest of the compared OMol25 structures with the same formula, charge and spin	1.352	eV

These are the natural (NBO) partial charges, in e, on atoms 1 to 2:
1 C -0.9724
2 P 0.6072

Entry 8:
A cluster of 2 separate species, CH6S3 in total in a non-equilibrium geometry, computed with ωB97M-V with the def2-TZVPD basis set.

Element x y z (Å)
C  1.662274  -0.350162  -0.855343
S  1.495706  0.262257  0.813225
S  0.865424  -1.574797  1.625000
H  2.120740  0.385284  -1.514723
H  2.386400  -1.125495  -0.727890
H  0.820104  -0.761669  -1.410839
H  0.545353  -0.966502  2.772174
S  -2.973285  1.337037  -1.823915
H  -3.096970  2.323574  -0.936021
H  -1.639242  1.317547  -1.846054

Forces on the atoms, in the same order (eV/Å):
C 0.55 -0.16 -0.65
S -0.64 0.20 0.00
S 0.13 0.37 0.00
H 0.03 0.32 0.33
H 0.53 -0.73 -0.44
H -0.49 0.16 0.61
H -0.12 -0.16 0.13
S -0.34 -0.30 -0.28
H 0.25 0.10 0.10
H 0.10 0.19 0.19

Computed properties:
HOMO energy	-8.30	eV
E	-33639.4173	eV
maximum force	1.0	eV/A
LUMO	0.345	eV
Kohn-Sham gap	8.65	eV
energy above the lowest of the compared OMol25 structures with the same formula, charge and spin	0.478	eV

These are the natural (NBO) partial charges, in e, on atoms 1 to 2:
1 C -0.7710
2 S 0.1014

Entry 9:
A cluster of 2 separate species, CH6S3 in total in a non-equilibrium geometry, computed with ωB97M-V with the def2-TZVPD basis set.

Element x y z (Å)
C  -0.772943  -1.098108  0.148029
S  -2.122442  -2.356314  0.539103
H  -0.716545  -0.533032  1.071046
H  -1.110938  -0.529887  -0.705749
H  0.078373  -1.750805  0.025831
H  -2.007284  -3.052340  -0.570479
S  2.222928  1.606748  -0.795829
S  0.671107  2.795026  -0.090532
H  3.109043  2.559799  -0.811467
H  0.648702  2.358916  1.190047

Forces on the atoms, in the same order (eV/Å):
C -1.44 -1.66 0.66
S 0.21 0.92 0.48
H 0.22 0.30 -0.16
H 0.42 0.23 -0.07
H 0.52 0.57 -0.34
H 0.09 -0.33 -0.58
S -1.05 -0.55 0.10
S 0.02 -0.33 0.11
H 0.89 0.74 0.04
H 0.13 0.12 -0.25

Computed properties:
HOMO energy	-9.02	eV
E	-33639.5188	eV
maximum force	2.3	eV/A
LUMO	0.198	eV
Kohn-Sham gap	9.22	eV
energy above the lowest of the compared OMol25 structures with the same formula, charge and spin	0.377	eV

These are the natural (NBO) partial charges, in e, on atoms 1 to 2:
1 C -0.6871
2 S -0.0898

Entry 10:
A cluster of 2 separate species, CH6S3 in total in a non-equilibrium geometry, computed with ωB97M-V with the def2-TZVPD basis set.

Element x y z (Å)
S  2.768836  0.971822  0.468794
H  3.116036  0.905156  -0.838202
H  1.920410  1.976469  0.166834
C  -1.137452  -1.479363  -0.126292
S  -2.233206  -0.049756  -0.334562
S  -1.042066  1.589381  -0.135642
H  -0.156876  -1.184332  -0.493294
H  -1.173935  -1.863556  0.898104
H  -1.462123  -2.333739  -0.726172
H  -0.599620  1.467916  1.120432

Forces on the atoms, in the same order (eV/Å):
S -0.32 0.17 -0.60
H 0.03 -0.11 0.35
H 0.26 -0.01 0.20
C 0.03 -0.35 0.40
S 0.80 0.22 -0.42
S -1.11 -0.25 -0.30
H 0.13 0.00 0.42
H 0.36 0.45 0.04
H -0.55 0.45 -0.32
H 0.38 -0.57 0.23

Computed properties:
spin multiplicity	2
total charge	+1
HOMO energy (spin up / spin down)	-13.38 / -13.25	eV
E	-33630.9006	eV
⟨S²⟩	0.76
maximum force	1.2	eV/A
LUMO (spin up / spin down)	-5.053 / -8.852	eV
Kohn-Sham gap (spin up / spin down)	8.32 / 4.40	eV
energy above the lowest of the compared OMol25 structures with the same formula, charge and spin	0.293	eV

These are the natural (NBO) partial charges, in e, on atoms 1 to 2:
1 S -0.2451
2 H 0.1640